Entry 1:
The following is a DFT calculation (ωB97M-V/def2-TZVPD) of one molecule with the formula C2H3Cl2PS.

Each line ends with the Mulliken charge.
Geometry (Å):
C: -1.015275 0.510302 -0.174593  -0.157
H: 0.954659 -0.064269 0.133926  0.305
C: -0.035743 -0.282802 0.141224  -0.566
H: -1.025686 1.455412 -0.563567  0.418
Cl: -3.417221 0.623135 -1.615071  -0.198
H: -0.272827 -1.356545 0.557077  0.060
P: -2.625537 -0.197408 0.000158  0.695
S: -2.800304 -2.167463 0.397887  -0.370
Cl: -3.130758 1.100490 1.416520  -0.187

Cartesian forces, eV/Å:
-0.42 -2.70 0.20
2.82 0.95 -0.19
-1.41 -3.46 1.49
0.43 2.38 -0.79
-1.03 -0.05 -0.94
0.37 2.18 -1.00
0.53 -2.38 0.80
-0.13 2.67 -0.64
-1.17 0.42 1.07

Summary:
LUMO = 0.188 eV
Energy relative to the best compared isomer or geometry (same formula, charge and spin) = 9.3 kcal/mol
Structure (SMILES) = C=CP(=S)(Cl)Cl
Frontier orbital gap = 9.667 eV
Strongest force on any atom = 4.025 eV/Å

=====

Entry 2:
The following is a DFT calculation (ωB97M-V/def2-TZVPD) of a 8-piece molecular cluster, C50H86ClN3O29S2 overall.

Each line ends with the Mulliken charge.
Geometry (Å):
C: 1.083655 -1.783864 -0.583428  0.752
C: -1.150258 -4.265799 -11.256632  0.789
C: -1.876516 4.570407 -1.709287  -1.329
N: 0.172196 -2.485301 -0.192054  -0.584
H: -9.538856 -7.606985 -0.416577  0.312
O: -0.036850 -2.237861 3.346774  0.148
O: -9.394267 1.129251 0.710220  -0.564
O: -9.577176 -0.964538 -0.131943  -0.306
C: 0.316151 -3.093694 -3.938600  0.044
O: -3.058742 2.482612 -3.749539  -0.579
H: -5.962779 1.086344 -0.694720  0.179
C: 5.939519 1.002023 3.558990  -0.570
C: 0.236082 -3.041231 1.176011  -1.026
C: 5.609672 6.544711 4.585583  -1.110
H: -0.233649 -4.675906 3.875534  -0.123
H: -0.796110 -6.355772 -13.652296  0.288
H: -10.950894 -0.707333 1.406561  0.358
C: 1.530897 -2.633363 -4.715898  -1.166
C: 4.914343 -3.594592 1.226230  -1.012
H: -2.104561 4.741262 -2.761540  0.370
C: 9.352213 10.776692 3.997334  0.074
H: 0.117109 -2.567956 -8.836102  0.191
H: -7.710979 -2.222619 -0.252294  -0.156
C: -8.674674 -5.264549 0.079961  0.711
N: 0.969558 3.512399 0.364428  -0.408
C: -9.977316 -7.167966 0.479180  -0.176
H: -8.280102 -7.554057 1.757534  0.316
O: 0.288994 -5.457567 -5.191444  -0.560
H: 1.833642 -5.107239 0.904441  0.615
H: -2.597650 5.139128 -1.120404  0.321
H: -6.795269 -3.437080 0.647698  0.293
H: -7.385986 2.100881 -0.956354  0.273
C: -0.619111 -4.688403 -5.368856  0.752
O: -0.211355 -3.698729 -10.499134  -0.352
O: 1.817240 -1.040249 -1.058476  -0.500
H: -1.266078 2.507977 -1.962162  0.303
H: 7.869845 15.781018 5.707712  0.221
H: 6.175555 -1.767254 2.629460  0.353
H: -11.820880 -0.626192 -1.534044  0.300
H: 0.560689 -3.905793 -3.253574  0.293
C: -0.721591 -2.854327 -9.464462  -0.570
H: -1.882257 0.557124 1.041307  0.641
H: -1.692801 2.956192 -0.317913  0.062
H: 5.672717 8.385103 3.483589  0.336
C: -1.605305 -6.107793 -6.913477  -0.665
O: 9.672306 7.444702 4.196627  -0.235
H: 8.344889 10.366103 3.994747  0.289
C: 4.978153 -2.110281 0.857913  -0.316
H: -0.091827 -4.061047 1.005203  0.615
H: -2.199883 -6.143373 -12.616625  0.308
H: 1.255740 -1.844288 -5.416987  0.313
C: 7.692242 15.022156 4.951264  -0.641
H: 2.293884 -2.251689 -4.036947  0.338
H: 3.068421 3.276896 0.264930  0.484
H: -0.440892 -0.206355 0.463137  0.165
H: 1.144704 -5.192102 2.500035  0.243
O: -2.839299 -2.436650 7.870621  -0.582
H: 4.574233 6.334013 4.318998  0.383
O: -8.735590 -3.936087 0.107957  -0.173
C: -3.702013 2.346130 -2.743036  0.690
H: 10.626896 5.737427 4.886997  0.304
H: -2.469324 -1.207204 2.517554  0.583
C: 10.766835 6.525732 4.149236  -0.731
O: -9.872856 -5.738332 0.427098  -0.362
C: 1.917675 -4.706894 1.911747  -1.434
C: -1.767911 -3.739315 2.636176  -1.141
H: 5.632020 7.007740 5.572649  0.317
H: -2.295939 -1.823861 0.889670  0.486
H: 6.103088 -0.427690 1.478194  0.568
H: -0.814159 -6.051341 -7.660479  0.277
H: -11.160588 -2.111287 0.370017  0.303
H: -1.180725 -4.098138 -14.662706  0.291
O: -7.709027 -5.923801 -0.206636  -0.574
C: -8.949352 0.188786 0.108994  0.671
H: -6.528021 1.187112 -3.753310  0.190
O: -1.664535 -4.886982 -6.171666  -0.363
N: 0.006144 2.788582 1.070651  -0.211
H: 6.666095 14.670188 5.027814  0.298
H: 6.146508 5.599255 4.653815  0.239
H: -1.161000 -1.955504 -9.894041  0.319
C: -7.496921 -3.274981 -0.171003  -0.231
H: 5.380650 2.865669 2.853958  0.226
H: 3.861454 -3.074881 3.114540  0.155
H: -11.687208 0.778761 -0.483734  0.314
C: 6.241119 7.460288 3.559020  -0.274
H: -4.958490 1.006678 -4.559254  0.326
H: 2.423125 -2.598171 1.547139  -1.053
C: -1.087990 -0.128716 1.326632  -0.436
H: 7.869932 15.448312 3.965007  0.290
C: 0.672791 1.864466 1.706279  -0.012
C: 4.565012 0.465345 3.368870  0.649
O: -0.752708 -3.486518 -4.809940  -0.392
C: -1.305612 -4.522170 3.866540  -0.223
O: 8.361165 5.842659 3.293636  -0.563
C: -1.956385 3.101151 -1.361228  0.277
O: 8.619108 13.965419 5.206077  -0.352
H: -2.421415 -4.700305 5.702102  0.243
C: 8.515856 6.941788 3.756974  0.698
Cl: -0.186719 -1.681370 7.006639  -0.169
C: -1.983512 -4.642680 -14.164097  -1.096
H: -1.443084 -6.961559 -6.259939  0.338
H: -9.783307 -7.254056 2.620663  0.288
H: 5.109288 -4.267293 3.243156  0.574
H: -3.516960 -2.741713 5.202367  0.494
O: 7.528316 12.715392 3.673806  -0.560
H: 9.240195 11.639213 2.019053  0.327
H: 9.987317 10.078097 4.535523  0.222
H: 10.875526 6.097077 3.155798  0.325
C: -6.957149 1.317656 -0.334297  -0.658
H: 6.260956 7.003782 2.569868  0.322
H: 11.659647 7.093093 4.395749  0.225
O: 2.006754 -2.320623 4.149891  -0.636
O: 7.568347 7.856741 3.943540  -0.239
O: -4.965556 1.907950 -2.679544  -0.184
H: 7.187424 2.448543 2.618911  0.372
O: -3.300691 2.594020 -1.501804  -0.328
H: -11.044204 -7.382668 0.462076  0.293
O: -2.338658 -4.169025 -11.093914  -0.556
C: -1.742247 -1.440946 1.744545  -2.170
H: -6.894430 1.648794 0.699914  0.381
H: -2.558294 -6.226520 -7.420792  0.240
S: -2.207351 -1.740695 6.799367  1.068
H: -2.103954 -1.933634 4.507424  -0.228
C: -0.821111 -2.562399 2.204335  1.433
C: -9.354490 -7.731219 1.738492  -1.107
C: 5.524842 -1.206983 1.961259  -0.804
O: 9.391951 12.007030 4.741476  -0.411
H: -2.565789 -5.177477 -14.914285  0.354
H: -1.848641 -4.456405 1.820794  0.706
O: 4.390801 -0.665215 2.659651  0.044
H: 1.960380 -3.451280 -5.293083  0.335
O: 2.000147 1.912579 1.495266  0.052
C: 2.115536 2.971784 0.651287  -0.180
C: 1.593803 -3.212420 1.886783  3.125
H: 5.626349 -1.996237 -0.009194  0.522
H: 4.349895 -4.112637 0.448055  0.469
H: -1.727299 -5.520267 3.767883  0.647
O: -0.541330 -4.956314 -12.218824  -0.365
H: -0.864516 -3.961691 5.900283  0.482
C: 8.425343 12.874991 4.460757  0.763
H: 5.921171 -4.003610 1.200346  0.356
H: 3.996085 -1.734741 0.584350  -0.070
C: 3.282803 -5.070159 2.539189  -1.444
S: -0.154948 0.668142 2.681604  0.044
H: -1.454992 -3.376808 -8.853857  0.261
H: -7.065988 -3.624519 -1.106970  0.310
H: -2.630438 -3.909503 -13.684584  0.315
C: -5.572622 1.666381 -3.950941  -0.723
H: 3.730788 -5.851598 1.923227  0.405
H: -9.527818 -8.805586 1.799466  0.361
C: 9.880260 10.968933 2.591581  -1.186
O: 3.600648 1.021891 3.821195  -0.556
H: -0.875505 4.947933 -1.504845  0.363
C: -10.918935 -1.050361 0.372977  -0.265
C: -1.413052 -5.612137 -13.151541  -0.177
O: -2.626250 -0.396250 6.560938  -0.578
C: -2.437989 -2.630144 5.263951  0.098
H: 6.690717 0.512279 4.165817  0.390
H: 10.877602 11.410809 2.616606  0.330
H: 9.929935 10.011523 2.072297  0.340
C: 6.210122 2.182677 2.990428  -0.752
H: 3.133610 -5.536264 3.508501  0.496
O: -7.736920 0.118583 -0.443720  -0.325
H: -0.075840 -2.269154 -3.344967  0.213
C: -11.895157 -0.290334 -0.498823  -1.146
C: 1.268042 -2.584119 3.255892  -0.521
H: -5.743145 2.607889 -4.470571  0.314
H: -2.777330 -3.359723 2.759993  0.632
C: -1.737713 -3.985077 5.256019  -1.349
C: 4.296305 -3.929260 2.602556  -0.313
H: -12.915409 -0.447613 -0.149510  0.375

Cartesian forces, eV/Å:
-1.46 -0.30 0.04
0.05 0.01 -0.04
-0.22 0.08 -0.23
0.66 0.14 1.02
0.12 0.10 0.01
-0.25 0.56 0.22
0.01 0.03 0.06
0.03 0.15 0.05
0.36 0.22 0.24
0.00 -0.03 -0.06
-0.05 -0.15 -0.08
0.48 0.56 -0.32
-0.61 -1.76 -0.91
0.21 -0.11 0.14
0.19 0.12 -0.12
0.16 0.06 0.11
0.11 0.13 -0.03
0.00 -0.11 -0.24
-0.44 0.17 0.12
0.06 -0.05 -0.02
0.10 -0.31 -0.30
0.14 -0.11 -0.14
-0.17 0.06 0.02
-0.05 0.04 0.05
0.67 -0.39 0.18
-0.07 -0.40 0.05
0.01 -0.04 -0.08
0.01 -0.05 0.04
0.03 0.14 -0.20
0.07 -0.01 0.10
0.03 -0.14 -0.05
-0.05 0.03 0.07
0.01 0.12 -0.05
0.05 0.02 0.07
1.38 0.82 -0.66
-0.14 -0.03 -0.14
0.12 -0.07 0.04
0.02 0.03 0.25
-0.06 -0.10 0.03
-0.03 -0.11 -0.12
-0.03 0.15 0.26
-0.08 0.10 -0.03
-0.26 -0.08 -0.06
0.17 0.11 0.04
-0.08 -0.21 -0.23
0.01 0.01 -0.07
-0.06 0.14 0.02
0.31 -0.30 0.33
0.09 -0.18 -0.22
-0.02 0.12 0.10
-0.01 0.08 0.10
-0.08 0.18 0.06
-0.03 0.03 0.02
0.24 -0.13 0.16
0.10 -0.19 0.01
-0.19 -0.19 -0.09
0.61 -0.62 0.26
-0.01 0.04 -0.01
0.00 0.05 -0.02
0.03 0.08 0.13
-0.05 -0.06 -0.07
-0.10 -0.13 0.20
0.23 -0.02 0.01
-0.07 0.03 -0.05
0.76 0.11 0.69
0.58 -0.13 -0.25
-0.09 0.07 -0.03
-0.09 -0.06 -0.11
0.04 0.35 0.24
0.08 -0.06 0.08
0.21 -0.05 -0.07
0.02 -0.09 -0.06
0.04 -0.03 -0.01
-0.11 0.01 -0.11
0.02 0.02 0.14
-0.06 -0.06 -0.02
1.49 -0.24 0.21
0.01 -0.05 -0.08
-0.02 -0.02 -0.08
-0.11 -0.06 -0.01
0.29 0.01 -0.03
-0.10 -0.15 -0.98
0.03 0.16 -0.11
-0.01 0.00 0.09
-0.46 -0.08 -0.05
0.07 0.07 -0.01
-0.06 0.00 -0.53
-0.35 0.50 -0.16
-0.08 -0.06 -0.04
-1.56 0.43 -0.14
-0.87 0.46 1.51
-0.10 0.00 0.07
-0.64 -0.12 0.23
0.04 -0.08 -0.11
0.32 0.26 0.12
-0.01 0.03 0.02
-0.05 -0.10 0.14
-0.11 0.01 0.22
-0.08 -0.16 0.09
0.02 0.24 0.09
0.11 0.05 0.05
-0.09 -0.06 -0.01
0.04 0.01 0.19
-0.18 0.17 0.05
-0.05 0.01 -0.02
-0.07 -0.06 0.01
0.01 0.15 0.20
-0.09 -0.05 0.01
0.18 0.10 0.12
0.15 -0.07 0.03
-0.08 0.11 0.03
0.34 -0.31 0.29
0.08 0.09 -0.09
0.01 -0.02 -0.15
0.34 0.52 0.95
0.01 -0.14 0.02
-0.04 0.19 -0.01
-0.04 -0.01 0.03
0.97 0.68 -0.01
-0.16 0.03 0.01
-0.07 0.21 0.07
-1.24 0.79 -0.46
0.19 0.06 -0.06
-0.44 -0.63 0.09
0.16 0.17 0.10
-0.30 -0.42 -0.75
0.01 -0.04 0.10
0.02 -0.03 0.00
0.02 0.09 -0.24
0.72 0.15 -0.03
0.01 -0.05 0.08
0.11 0.26 -0.30
-1.41 0.22 -0.12
-1.27 0.77 0.64
-0.06 -0.02 -0.19
0.03 -0.05 -0.12
-0.03 -0.13 0.00
0.06 -0.06 0.03
0.09 0.11 0.05
0.07 -0.03 0.01
0.14 -0.09 -0.11
-0.06 0.16 -0.13
0.07 -0.10 -0.52
0.77 -0.30 0.18
-0.08 0.00 -0.09
0.00 -0.15 0.05
-0.05 -0.07 0.03
-0.16 -0.08 -0.09
-0.01 -0.18 -0.01
-0.04 0.00 -0.01
-0.02 0.24 -0.07
-0.15 0.00 -0.18
0.01 -0.04 0.07
-0.46 -0.14 0.10
-0.21 -0.18 -0.31
0.27 0.22 -0.11
0.56 -0.28 0.38
0.21 -0.85 -0.79
0.05 -0.11 0.03
0.01 -0.02 0.04
-0.44 -0.39 0.09
-0.02 0.23 0.28
0.05 -0.01 0.00
-0.21 -0.03 -0.10
0.15 0.19 -0.15
0.03 0.14 -0.14
0.09 -0.01 -0.05
-0.15 0.06 0.24
-0.03 -0.13 -0.24
0.29 -0.28 0.13
0.00 -0.04 0.01

Summary:
LUMO = 0.066 eV
Structure (SMILES) = C=CC(=O)OCCCCCC[C@@H]1C(=O)O[C@@](CCCCS(=O)(=O)Cl)(CCSc2nnco2)[C@H]1N=C=O.CCOC(=O)OC.CCOC(=O)OC.CCOC(=O)OC.CCOC(=O)OC.CCOC(=O)OC.CCOC(=O)OC.CCOC(=O)OC
Frontier orbital gap = 9.306 eV
Strongest force on any atom = 2.077 eV/Å

=====

Entry 3:
The following is a DFT calculation (ωB97M-V/def2-TZVPD) of one molecule with the formula C2H9BN2O2.

Each line ends with the Mulliken charge.
Geometry (Å):
H: 1.186034 -1.577201 -1.364485  0.239
H: 2.779428 0.123619 -0.693810  0.277
H: -0.543761 1.587719 0.095175  0.347
H: 0.967415 -1.898911 0.198190  0.179
C: -0.434664 0.554166 0.209419  -0.697
H: -3.160935 -1.674217 0.423913  0.309
N: 0.621275 -1.334706 -0.509116  -0.580
H: 2.096697 0.180443 1.048302  0.346
B: -1.880079 -0.118700 -0.025467  0.565
H: -0.298567 0.458638 1.276976  0.289
O: -2.700526 0.625228 -0.823063  -0.515
N: 0.772874 0.067033 -0.418882  0.075
O: -2.310327 -1.218163 0.534698  -0.512
H: 2.043603 1.619325 -0.008028  0.288
C: 2.042196 0.539688 -0.016637  -0.875
H: -3.577836 0.491002 -0.604673  0.263

Cartesian forces, eV/Å:
-0.97 -0.16 1.13
0.40 0.06 0.25
-0.07 1.75 -0.66
1.07 -0.82 2.46
0.22 -1.05 1.10
0.60 0.79 -0.26
0.70 0.68 -4.50
1.21 0.35 -0.39
1.42 1.84 -1.89
0.07 -0.15 1.27
2.07 1.17 -0.70
-2.55 -0.81 -1.78
-0.56 -2.86 1.99
0.18 0.32 -0.15
-0.82 -0.62 1.90
-2.96 -0.49 0.23

Summary:
LUMO = 0.410 eV
Energy relative to the best compared isomer or geometry (same formula, charge and spin) = 0.0 kcal/mol
Structure (SMILES) = CN(N)CB(O)O
Frontier orbital gap = 8.409 eV
Strongest force on any atom = 4.601 eV/Å